[1]
Density functional theory data (wB97M-V/def2-TZVPD) for a structure of composition C27H27DyN3O7P2.

Atoms and positions in Å:
1 C -2.173 -2.949 1.400
2 C -1.981 -2.389 0.145
3 C -2.480 -1.071 -0.086
4 C -2.926 -0.255 0.975
5 C -3.037 -0.827 2.247
6 C -2.707 -2.165 2.444
7 C -3.036 1.213 0.744
8 C -3.163 1.589 -0.696
9 C -2.660 0.690 -1.660
10 C -2.365 1.137 -2.994
11 C -2.814 2.385 -3.382
12 C -3.503 3.210 -2.468
13 C -3.668 2.824 -1.134
14 H -1.896 -3.995 1.578
15 H -3.402 -0.214 3.078
16 H -2.850 -2.612 3.431
17 H -3.884 1.621 1.297
18 H -2.610 2.709 -4.403
19 H -3.877 4.180 -2.804
20 H -4.192 3.465 -0.410
21 N -2.345 -0.585 -1.342
22 Dy -0.256 2.302 2.253
23 C -1.230 -3.011 -1.017
24 H -1.858 -2.994 -1.921
25 H -0.897 -4.037 -0.810
26 C -1.476 0.236 -3.831
27 H -1.965 -0.743 -3.980
28 H -1.247 0.664 -4.822
29 P 0.279 -2.005 -1.434
30 P 0.097 -0.109 -2.896
31 C 0.470 1.475 -2.093
32 H 1.414 1.390 -1.552
33 H 0.560 2.286 -2.836
34 H -0.326 1.755 -1.387
35 C 1.416 -0.310 -4.121
36 H 1.383 0.520 -4.836
37 H 2.380 -0.305 -3.599
38 H 1.294 -1.260 -4.656
39 C 1.002 -1.834 0.230
40 H 0.886 -2.742 0.844
41 H 2.072 -1.585 0.173
42 H 0.479 -1.041 0.784
43 C 1.424 -3.080 -2.339
44 H 2.445 -2.701 -2.193
45 H 1.357 -4.105 -1.947
46 H 1.191 -3.086 -3.412
47 C 1.460 1.260 0.962
48 O 2.357 0.870 0.335
49 H -1.973 1.846 1.296
50 O 0.010 -1.538 3.743
51 C 0.254 -0.344 3.695
52 O -0.632 0.629 3.487
53 C 1.699 0.169 3.753
54 C 1.953 1.553 3.879
55 C 3.053 2.079 3.184
56 C 4.121 1.276 2.767
57 C 3.925 -0.115 2.810
58 C 2.726 -0.668 3.313
59 N 4.796 -0.998 2.053
60 O 5.867 -0.574 1.584
61 O 4.397 -2.178 1.904
62 N 2.757 3.287 2.419
63 O 1.501 3.699 2.503
64 O 3.578 3.875 1.746
65 H 1.278 2.232 4.422
66 H 4.985 1.741 2.285
67 H 2.561 -1.743 3.296

Forces on the atoms, in the same order (eV/Å):
0.1 0.2 0.2
-0.5 0.6 -0.1
0.6 0.5 0.4
0.6 -0.6 0.4
-0.2 -0.2 -0.3
-0.3 -0.4 0.0
0.5 0.9 0.7
0.1 0.5 -0.5
0.2 -0.1 0.2
-0.2 -0.3 0.8
0.1 0.2 0.3
-0.1 0.1 -0.1
0.3 -0.3 -0.1
0.0 0.4 0.1
0.2 -0.3 -0.2
0.2 0.2 -0.4
0.3 0.2 0.3
-0.1 0.2 0.2
0.1 -0.4 0.1
0.4 -0.1 -0.4
1.8 -0.2 -1.6
-0.6 2.3 1.6
-1.0 0.5 -0.4
0.1 -0.2 0.2
0.2 0.3 -0.1
-1.1 -0.6 0.4
0.2 0.2 0.0
0.3 -0.1 0.5
-0.5 -0.6 0.3
-0.6 0.5 0.5
0.3 -0.1 0.7
-0.1 0.1 -0.4
-0.1 -0.5 0.0
0.1 -0.2 -0.3
0.2 -0.5 0.2
-0.1 -0.1 0.2
-0.1 0.0 -0.2
0.1 0.3 0.0
0.5 1.2 0.1
-0.2 0.0 -0.7
-0.3 -0.1 0.0
0.0 -0.3 -0.1
0.1 0.1 -0.3
-0.2 -0.2 -0.1
0.0 0.3 0.0
0.1 -0.2 0.3
5.0 -2.1 -3.0
-3.2 1.5 2.2
-3.4 -1.6 -1.9
0.3 1.0 -0.2
-0.4 -0.5 0.8
0.7 -1.6 0.5
0.4 0.4 0.0
-0.6 -0.6 0.0
-0.6 1.5 -1.2
0.4 -0.8 -0.4
-0.9 1.3 0.6
-0.1 -0.1 -0.4
1.7 -1.8 -0.8
-2.2 -0.5 1.0
0.7 2.1 0.1
0.3 -1.8 2.2
-0.1 0.2 -0.4
1.0 0.6 -0.8
0.2 -0.5 -0.5
-0.4 -0.3 0.0
0.0 0.3 -0.2

Values from the calculation:
LUMO energy (alpha / beta), eV: -4.49 / -4.49
Total charge: +1
E, eV: -89886.3135
2S+1: 6
Frontier orbital gap (alpha / beta), eV: 4.76 / 4.77
E_HOMO (alpha / beta), eV: -9.25 / -9.26
<S²>: 9.8086

***

[2]
Density functional theory data (wB97M-V/def2-TZVPD) for a cluster of 2 separate species, C27H27N3 in total.

Atoms and positions in Å:
1 C -3.574 1.396 -1.061
2 C -3.285 -0.099 -1.025
3 C -4.590 -0.878 -1.213
4 C -2.301 -0.515 -2.110
5 C -2.640 -0.390 0.305
6 N -3.240 -1.185 1.203
7 C -2.477 -1.276 2.361
8 C -1.314 -0.516 2.203
9 C -0.368 -0.564 3.234
10 C -0.670 -1.296 4.394
11 C -1.832 -2.079 4.487
12 C -2.763 -2.091 3.441
13 C -1.421 0.108 0.863
14 C -0.500 0.932 0.237
15 C 0.607 1.552 0.904
16 C 0.466 2.213 2.150
17 C 1.567 2.764 2.785
18 C 2.846 2.633 2.219
19 C 4.052 3.132 2.949
20 C 2.991 2.019 0.964
21 C 1.891 1.496 0.312
22 H -2.658 1.980 -0.933
23 H -4.035 1.657 -2.019
24 H -4.270 1.674 -0.259
25 H -4.432 -1.961 -1.214
26 H -5.352 -0.621 -0.469
27 H -5.003 -0.615 -2.192
28 H -2.098 -1.592 -2.041
29 H -2.719 -0.292 -3.099
30 H -1.342 -0.006 -2.014
31 H -4.121 -1.660 1.081
32 H 0.583 -0.039 3.160
33 H 0.017 -1.275 5.243
34 H -2.021 -2.688 5.366
35 H -3.655 -2.704 3.436
36 H -0.561 1.115 -0.825
37 H -0.531 2.296 2.588
38 H 1.441 3.306 3.728
39 H 4.931 3.068 2.302
40 H 3.907 4.173 3.255
41 H 4.244 2.542 3.855
42 H 3.981 1.963 0.500
43 H 1.988 0.970 -0.642
44 C 4.140 -1.297 -4.773
45 C 3.442 -2.416 -4.309
46 C 2.447 -2.230 -3.352
47 C 2.139 -0.883 -2.855
48 C 2.854 0.214 -3.340
49 C 3.856 -0.007 -4.296
50 N 1.147 -1.004 -1.917
51 C 0.874 -2.347 -1.859
52 N 1.632 -3.113 -2.705
53 H 4.924 -1.424 -5.519
54 H 3.644 -3.424 -4.660
55 H 2.611 1.202 -2.959
56 H 4.426 0.847 -4.672
57 H 0.121 -2.767 -1.193

Forces on the atoms, in the same order (eV/Å):
-0.2 0.5 0.0
0.1 -0.2 0.3
-0.1 0.0 -0.1
0.2 -0.2 -0.3
-0.9 -0.6 0.0
0.7 0.9 -0.8
0.2 -0.6 0.5
-0.2 0.0 0.3
-0.1 -0.1 0.4
0.0 -0.1 -0.4
-0.3 0.2 -0.4
0.7 0.3 0.4
0.7 0.3 0.2
-0.6 -0.8 0.2
1.1 0.5 0.8
-0.2 -0.2 -0.4
0.0 -0.1 -0.2
-0.2 -0.2 -0.2
0.2 0.2 0.0
0.0 0.2 0.4
-0.6 -0.1 -0.4
-0.2 0.0 -0.1
0.1 0.0 0.1
0.1 0.0 -0.1
0.0 0.1 0.0
0.1 0.0 0.0
0.1 -0.1 0.2
0.0 0.2 -0.2
0.1 -0.1 0.2
-0.1 -0.2 -0.3
0.0 0.1 -0.2
-0.3 -0.1 0.1
-0.1 -0.1 -0.4
0.1 0.1 -0.1
0.0 0.0 0.2
-0.1 -0.1 -0.1
0.3 0.0 -0.1
0.1 -0.3 -0.3
-0.1 0.1 0.2
0.1 -0.1 0.0
-0.1 0.1 -0.2
-0.4 -0.1 0.2
0.0 0.1 0.3
-0.1 -0.4 0.1
0.1 0.2 -0.1
-0.7 1.6 1.0
0.3 -1.8 -0.4
0.2 -0.2 -0.2
-0.4 0.3 0.4
-0.7 -0.2 0.6
2.1 0.7 -2.0
-1.1 0.0 1.0
-0.2 0.0 0.2
0.1 0.1 -0.1
0.2 0.1 -0.2
-0.2 -0.3 0.1
0.2 0.1 -0.2

Values from the calculation:
LUMO energy, eV: -2.09
E, eV: -32906.1259
Frontier orbital gap, eV: 4.07
E_HOMO, eV: -6.16
Energy above the lowest of the compared OMol25 structures with the same formula, charge and spin, eV: 0.000

***

[3]
Density functional theory data (wB97M-V/def2-TZVPD) for a structure of composition C27H27OPSr.

Atoms and positions in Å:
1 C -2.366 -0.645 -0.323
2 C -1.560 1.971 -2.467
3 C -2.365 0.398 0.545
4 H -1.614 -1.474 0.030
5 C -1.071 2.806 -1.523
6 H -1.155 2.139 -3.471
7 H -2.256 0.153 1.771
8 H -0.160 3.354 -1.765
9 C -2.499 1.874 0.363
10 H -2.798 2.214 1.333
11 H -3.324 1.979 -0.322
12 C -2.101 -0.548 -1.752
13 H -2.700 -1.410 -2.253
14 H -1.040 -0.791 -2.027
15 C -2.510 0.835 -2.390
16 H -3.481 1.170 -1.868
17 H -2.795 0.589 -3.420
18 C -1.316 2.759 -0.034
19 H -1.500 3.822 0.197
20 H -0.462 2.496 0.625
21 Sr 1.886 -1.467 -1.316
22 H 1.262 -0.652 0.454
23 O 1.694 -3.612 -0.231
24 C 1.773 -3.158 0.971
25 C 0.798 -2.929 1.976
26 C -0.571 -3.247 2.082
27 C -1.252 -2.561 3.081
28 C -0.643 -1.648 3.946
29 C 0.737 -1.382 3.836
30 C 1.447 -1.987 2.833
31 P 2.974 -2.130 1.916
32 C 4.446 -2.873 2.569
33 C 5.272 -2.131 3.429
34 C 6.470 -2.652 3.846
35 C 6.854 -3.941 3.459
36 C 6.016 -4.693 2.638
37 C 4.816 -4.173 2.174
38 C 3.243 -0.766 0.814
39 C 4.335 -0.782 -0.062
40 C 4.307 0.019 -1.201
41 C 3.255 0.925 -1.464
42 C 2.261 1.085 -0.521
43 C 2.085 0.170 0.581
44 H -1.037 -3.971 1.411
45 H -2.322 -2.759 3.216
46 H -1.230 -1.141 4.715
47 H 1.243 -0.706 4.532
48 H 4.949 -1.127 3.733
49 H 7.118 -2.073 4.504
50 H 7.793 -4.353 3.786
51 H 6.304 -5.691 2.332
52 H 4.154 -4.739 1.535
53 H 5.158 -1.434 0.155
54 H 5.176 -0.006 -1.856
55 H 3.321 1.566 -2.308
56 H 1.459 1.808 -0.663
57 H 1.491 0.424 1.446

Forces on the atoms, in the same order (eV/Å):
4.7 -0.1 2.4
1.3 1.0 0.4
0.7 -1.6 3.2
-2.6 0.5 0.4
1.2 -2.2 0.2
-0.1 0.0 0.2
-0.1 0.1 -3.6
-0.6 0.5 -0.4
-0.9 0.1 0.1
-0.5 0.5 0.5
-0.3 0.9 0.0
-1.4 0.0 -2.6
0.9 1.5 0.4
-0.5 0.2 0.4
-2.4 -0.8 0.1
1.4 -0.8 -1.1
-0.1 0.2 0.1
-0.3 0.1 -0.4
-0.4 -0.4 0.4
0.0 0.0 -0.8
0.0 -1.8 -0.5
-0.9 0.4 -0.4
0.4 -0.9 -2.1
0.9 0.9 1.5
0.0 0.4 -1.4
0.1 0.2 0.2
-0.5 -0.2 0.3
-0.3 0.2 0.3
0.8 0.3 0.1
-0.8 -0.2 1.6
-2.0 -0.6 -2.1
0.9 -0.1 0.4
-0.7 0.3 -0.5
0.7 -0.4 0.5
-0.6 0.3 -0.3
0.2 0.0 0.0
-0.2 0.9 0.4
1.9 0.3 1.1
-1.3 0.6 0.9
1.0 -0.6 -1.6
0.2 0.1 1.9
-0.6 0.9 -1.3
-1.1 -2.3 1.4
0.1 0.4 0.3
0.3 0.1 -0.1
0.2 -0.3 -0.2
-0.3 -0.1 -0.2
0.3 -0.4 -0.1
-0.1 -0.1 -0.2
0.2 -0.1 0.1
0.0 0.0 0.1
0.0 0.0 -0.1
0.4 -0.2 -0.1
-0.2 0.1 0.0
0.0 0.5 -0.6
0.2 0.0 -0.1
0.8 1.4 0.9

Values from the calculation:
LUMO energy (alpha / beta), eV: -0.51 / -0.51
E, eV: -40601.3305
Frontier orbital gap (alpha / beta), eV: 3.94 / 3.94
E_HOMO (alpha / beta), eV: -4.45 / -4.44
Energy above the lowest of the compared OMol25 structures with the same formula, charge and spin, eV: 0.958

***

- Which of these has the highest E?
  C27H27N3